Here is 2 unconnected molecules or ions with the total composition C3H2N2S2 from the OMol25 dataset. Energies are from ωB97M-V/def2-TZVPD.

The geometry in XYZ format:
```
9
Properties=species:S:1:pos:R:3:mulliken_charge:R:1
C -0.897 1.739 -0.430 0.06
C -1.980 -0.121 0.763 0.17
C -0.899 0.401 0.033 0.30
N -0.890 2.825 -0.835 -0.31
N -2.866 -0.583 1.314 -0.30
S 0.533 -0.613 -0.248 -0.01
S 3.156 -1.292 0.683 -0.32
H 0.935 0.123 -1.213 0.27
H 2.908 -2.478 -0.069 0.15
```

HOMO, hartree: -0.3309
HOMO-LUMO gap, eV: 5.1
Spin multiplicity: 1

Here is 2 unconnected molecules or ions with the total composition FH5S2Si2 from the OMol25 dataset. Energies are from ωB97M-V/def2-TZVPD.

The geometry in XYZ format:
```
10
Properties=species:S:1:pos:R:3:mulliken_charge:R:1
F 1.360 -2.811 0.900 -0.23
Si 1.757 0.000 -0.086 0.36
Si 0.433 -1.823 0.000 0.59
S -1.339 -2.383 -0.684 -0.39
S -3.883 -0.149 0.435 -0.22
H 2.597 0.462 -1.200 -0.09
H 0.890 1.134 -0.053 -0.08
H 2.620 -0.411 0.935 -0.08
H -3.126 -1.147 -0.011 0.02
H -3.007 0.199 1.484 0.12
```

HOMO, hartree: -0.3429
Structure (SMILES): F[Si]([SiH3])=S.S
HOMO-LUMO gap, eV: 8.0
Spin multiplicity: 1

Here is a gas-phase ion, C3H8N2 (charge +1) from the OMol25 dataset. Energies are from ωB97M-V/def2-TZVPD.

The geometry in XYZ format:
```
13
Properties=species:S:1:pos:R:3:mulliken_charge:R:1
C 0.567 -1.349 -0.276 -1.00
C 0.653 -0.092 -1.097 -0.39
N -0.488 1.086 1.379 -0.29
C -1.191 0.873 0.249 0.18
N -0.641 0.688 -0.983 -0.19
H -0.329 -1.823 -0.617 0.35
H 0.408 -1.192 0.782 0.38
H 1.549 -1.844 -0.381 0.33
H 0.756 -0.295 -2.181 0.32
H 1.472 0.601 -0.795 0.34
H 0.557 1.213 1.418 0.30
H -1.036 1.212 2.270 0.28
H -2.277 0.921 0.230 0.39
```

Net charge: +1
HOMO (alpha / beta), hartree: -0.5915 / -0.5821
HOMO-LUMO gap (alpha / beta), eV: 11.5 / 8.2
Spin multiplicity: 2

Here is a molecular structure, CH9N5P4 from the OMol25 dataset. Energies are from ωB97M-V/def2-TZVPD.

The geometry in XYZ format:
```
19
Properties=species:S:1:pos:R:3:mulliken_charge:R:1
C -3.156 0.569 0.546 -0.53
N 1.875 1.632 -0.494 -0.16
N 2.997 -0.671 -0.489 -0.30
N 0.544 -1.679 0.069 -0.40
N -0.475 0.775 -0.222 -0.04
N -2.534 0.928 -0.643 -0.36
P 0.436 1.939 -0.898 -0.10
P 2.587 0.599 0.643 0.08
P 1.786 -1.602 -1.164 -0.03
P 0.057 -0.325 0.896 0.17
H -2.505 -0.152 1.187 0.16
H -3.305 1.417 1.134 0.25
H -4.067 -0.001 0.228 0.33
H 3.876 -1.099 -0.282 0.28
H 0.810 -2.496 0.623 0.29
H -2.554 0.136 -1.239 0.27
H 3.858 1.196 0.379 0.06
H 1.111 -0.559 -1.697 0.08
H -1.340 -0.608 1.424 -0.05
```

HOMO (alpha / beta), hartree: -0.2692 / -0.2708
HOMO-LUMO gap (alpha / beta), eV: 7.0 / 6.5
Spin multiplicity: 1